This record from OMol25 describes an isolated ion of composition C11H14NO2 and charge +1. The level of theory is ωB97M-V/def2-TZVPD.

## Properties
Net charge: +1
Spin multiplicity: 1

Bonds (Å) are listed after each position.
Atoms and positions in Å:
1 C -1.625 0.181 -1.752  C2 1.355, C3 1.427, H15 1.147
2 C -2.907 -0.222 -1.579  C1 1.355, O14 1.369, H16 1.056
3 C -1.223 0.729 -0.497  C1 1.427, C4 1.376, C10 1.372
4 C -2.322 0.619 0.324  C3 1.376, C6 1.484, O14 1.350
5 C 0.952 1.959 -0.488  C7 1.505, C10 1.543, O13 1.192
6 C -2.124 1.141 1.698  C4 1.484, C8 1.551, H17 1.137, H18 1.139
7 C 2.012 1.099 -1.122  C5 1.505, C9 1.454, H19 1.160, H20 1.021
8 C -0.609 1.468 1.657  C6 1.551, C10 1.486, H21 1.047, H22 1.106
9 C 1.605 -0.296 -1.071  C7 1.454, N12 1.463, H23 1.148, H24 1.065
10 C -0.187 1.226 0.252  C3 1.372, C5 1.543, C8 1.486
11 C 0.350 -1.903 0.430  N12 1.435, H25 1.161, H26 1.084, H27 1.022
12 N 1.146 -0.722 0.252  C9 1.463, C11 1.435, H28 1.024
13 O 0.875 3.148 -0.457  C5 1.192
14 O -3.313 -0.072 -0.279  C2 1.369, C4 1.350
15 H -1.049 -0.156 -2.685  C1 1.147
16 H -3.462 -0.848 -2.224  C2 1.056
17 H -2.644 2.124 1.939  C6 1.137
18 H -2.472 0.472 2.552  C6 1.139
19 H 2.063 1.485 -2.215  C7 1.160
20 H 2.859 1.315 -0.595  C7 1.021
21 H -0.211 2.429 1.778  C8 1.047
22 H -0.242 0.900 2.532  C8 1.106
23 H 0.686 -0.647 -1.664  C9 1.148
24 H 2.385 -0.967 -1.341  C9 1.065
25 H 0.987 -2.872 0.474  C11 1.161
26 H -0.188 -1.702 1.349  C11 1.084
27 H -0.333 -2.070 -0.312  C11 1.022
28 H 1.864 -0.645 0.977  N12 1.024



This record from OMol25 describes a 9-piece molecular cluster, C35H65N3O13 overall. The level of theory is ωB97M-V/def2-TZVPD.

## Properties
Net charge: 0
SMILES: CCOC(C)=O.CCOC(C)=O.CCOC(C)=O.CCOC(C)=O.CCOC(C)=O.O=C1OCCO1.CCCC#N.CCCC#N.CCCC#N
Spin multiplicity: 1

Bonds (Å) are listed after each position.
Atoms and positions in Å:
1 C 21.924 13.433 6.184  C2 1.584, H7 1.090, H8 1.090, H9 1.090
2 C 20.734 13.190 7.202  C1 1.584, O3 1.385, H10 1.090, H11 1.090
3 O 20.438 11.882 6.856  C2 1.385, C4 1.425
4 C 20.493 10.737 7.702  O3 1.425, C5 1.491, O6 1.178
5 C 19.977 9.462 7.125  C4 1.491, H12 1.090, H13 1.090, H14 1.090
6 O 20.862 10.800 8.818  C4 1.178
7 H 22.739 12.861 6.628  C1 1.090
8 H 22.173 14.489 6.080  C1 1.090
9 H 21.730 12.959 5.222  C1 1.090
10 H 20.974 13.303 8.259  C2 1.090
11 H 20.015 13.964 6.932  C2 1.090
12 H 20.884 8.916 6.867  C5 1.090
13 H 19.718 9.727 6.100  C5 1.090
14 H 19.102 8.973 7.552  C5 1.090
15 C 18.070 1.318 6.034  C16 1.494, H21 1.090, H22 1.090, H23 1.090
16 C 18.926 0.094 6.068  C15 1.494, O17 1.444, H24 1.090, H25 1.090
17 O 20.047 0.404 6.924  C16 1.444, C18 1.353
18 C 21.090 -0.441 7.091  O17 1.353, C19 1.501, O20 1.236
19 C 22.161 0.147 7.965  C18 1.501, H26 1.090, H27 1.090, H28 1.090
20 O 21.307 -1.548 6.584  C18 1.236
21 H 17.175 1.192 5.425  C15 1.090
22 H 18.684 2.114 5.613  C15 1.090
23 H 17.710 1.603 7.023  C15 1.090
24 H 18.430 -0.699 6.628  C16 1.090
25 H 19.244 -0.290 5.098  C16 1.090
26 H 21.579 0.866 8.542  C19 1.090
27 H 22.878 0.618 7.293  C19 1.090
28 H 22.666 -0.595 8.582  C19 1.090
29 C 14.749 3.942 11.989  C30 1.469, H35 1.090, H36 1.090, H37 1.090
30 C 14.932 4.927 10.915  C29 1.469, O31 1.462, H38 1.090, H39 1.090
31 O 13.843 5.884 10.734  C30 1.462, C32 1.286
32 C 12.693 5.526 10.284  O31 1.286, C33 1.551, O34 1.202
33 C 11.571 6.584 10.451  C32 1.551, H40 1.090, H41 1.090, H42 1.090
34 O 12.471 4.548 9.621  C32 1.202
35 H 14.531 4.401 12.953  C29 1.090
36 H 15.665 3.353 12.010  C29 1.090
37 H 13.943 3.214 11.893  C29 1.090
38 H 15.890 5.373 11.182  C30 1.090
39 H 15.100 4.313 10.030  C30 1.090
40 H 10.611 6.295 10.024  C33 1.090
41 H 11.745 7.551 9.980  C33 1.090
42 H 11.374 6.876 11.483  C33 1.090
43 C 21.875 3.005 4.851  C44 1.549, H49 1.090, H50 1.090, H51 1.090
44 C 21.321 3.792 3.638  C43 1.549, O45 1.443, H52 1.090, H53 1.090
45 O 20.448 4.811 4.170  C44 1.443, C46 1.349
46 C 19.915 5.713 3.322  O45 1.349, C47 1.463, O48 1.259
47 C 18.916 6.544 3.993  C46 1.463, H54 1.090, H55 1.090, H56 1.090
48 O 20.175 5.959 2.114  C46 1.259
49 H 22.151 3.818 5.522  C43 1.090
50 H 22.756 2.414 4.603  C43 1.090
51 H 21.138 2.340 5.303  C43 1.090
52 H 22.187 4.155 3.085  C44 1.090
53 H 20.768 3.145 2.957  C44 1.090
54 H 17.895 6.242 3.761  C47 1.090
55 H 19.100 7.548 3.610  C47 1.090
56 H 18.940 6.609 5.080  C47 1.090
57 C 17.337 2.691 15.751  C58 1.547, H63 1.090, H64 1.090, H65 1.090
58 C 17.289 4.064 16.461  C57 1.547, O59 1.443, H66 1.090, H67 1.090
59 O 17.219 5.161 15.525  C58 1.443, C60 1.245
60 C 18.229 5.512 14.887  O59 1.245, C61 1.524, O62 1.212
61 C 17.877 6.431 13.724  C60 1.524, H68 1.090, H69 1.090, H70 1.090
62 O 19.355 5.090 15.046  C60 1.212
63 H 18.303 2.506 15.281  C57 1.090
64 H 16.581 2.691 14.966  C57 1.090
65 H 17.150 1.848 16.417  C57 1.090
66 H 16.456 3.815 17.118  C58 1.090
67 H 18.236 4.103 16.999  C58 1.090
68 H 18.852 6.563 13.254  C61 1.090
69 H 17.449 7.403 13.966  C61 1.090
70 H 17.307 5.943 12.933  C61 1.090
71 O 13.126 10.745 8.971  C72 1.312
72 C 14.130 10.404 8.198  O71 1.312, O73 1.309, O76 1.392
73 O 14.874 11.312 7.618  C72 1.309, C74 1.469
74 C 15.911 10.606 6.854  O73 1.469, C75 1.435, H77 1.090, H78 1.090
75 C 15.935 9.308 7.464  C74 1.435, O76 1.405, H79 1.090, H80 1.090
76 O 14.585 9.145 7.818  C72 1.392, C75 1.405
77 H 15.479 10.406 5.873  C74 1.090
78 H 16.853 11.153 6.889  C74 1.090
79 H 16.700 9.160 8.226  C75 1.090
80 H 16.098 8.486 6.766  C75 1.090
81 C 18.332 3.721 10.026  C82 1.571, H86 1.090, H87 1.090, H88 1.090
82 C 19.640 4.580 10.165  C81 1.571, C83 1.501, H89 1.090, H90 1.090
83 C 20.106 5.423 9.013  C82 1.501, C84 1.472, H91 1.090, H92 1.090
84 C 19.021 6.196 8.386  C83 1.472, N85 1.210
85 N 18.105 6.856 7.949  C84 1.210
86 H 17.481 4.201 9.542  C81 1.090
87 H 17.863 3.491 10.983  C81 1.090
88 H 18.508 2.768 9.528  C81 1.090
89 H 20.386 3.912 10.595  C82 1.090
90 H 19.675 5.324 10.961  C82 1.090
91 H 20.630 4.850 8.249  C83 1.090
92 H 20.876 6.137 9.305  C83 1.090
93 C 21.177 2.420 13.654  C94 1.587, H98 1.090, H99 1.090, H100 1.090
94 C 20.764 1.063 14.365  C93 1.587, C95 1.615, H101 1.090, H102 1.090
95 C 21.032 1.101 15.957  C94 1.615, C96 1.519, H103 1.090, H104 1.090
96 C 20.874 2.361 16.791  C95 1.519, N97 1.107
97 N 20.691 3.293 17.360  C96 1.107
98 H 22.241 2.504 13.435  C93 1.090
99 H 20.801 3.314 14.153  C93 1.090
100 H 20.808 2.428 12.629  C93 1.090
101 H 21.286 0.303 13.785  C94 1.090
102 H 19.712 0.937 14.108  C94 1.090
103 H 21.944 0.552 16.191  C95 1.090
104 H 20.425 0.294 16.367  C95 1.090
105 C 25.324 6.258 4.381  C106 1.590, H110 1.090, H111 1.090, H112 1.090
106 C 25.105 7.696 5.022  C105 1.590, C107 1.592, H113 1.090, H114 1.090
107 C 24.554 7.716 6.516  C106 1.592, C108 1.401, H115 1.090, H116 1.090
108 C 23.691 6.691 6.926  C107 1.401, N109 1.145
109 N 23.032 5.823 7.275  C108 1.145
110 H 25.942 6.260 3.483  C105 1.090
111 H 24.399 5.774 4.067  C105 1.090
112 H 25.810 5.625 5.124  C105 1.090
113 H 24.445 8.294 4.394  C106 1.090
114 H 26.009 8.295 4.912  C106 1.090
115 H 23.936 8.589 6.725  C107 1.090
116 H 25.290 7.547 7.303  C107 1.090



Which LUMO energy belongs to each record? In order, -4.70; 0.14 eV.
Which energy above the lowest of the compared OMol25 structures with the same formula, charge and spin belongs to each record? In order, 4.7962; 0.0000 eV.
Which HOMO belongs to each record? In order, -12.8; -10.0 eV.